(1)
Entry from OMol25: a 12-piece molecular cluster, C22H52O20 overall (the ωB97M-V functional and the def2-TZVPD basis).

Element x y z (Å)
C -5.67 20.56 14.10
C -4.42 21.22 14.65
C -4.20 22.64 14.20
O -3.84 23.29 15.41
C -4.17 22.55 16.47
O -4.24 22.89 17.63
O -4.53 21.32 16.03
H -5.77 20.49 13.01
H -6.55 21.06 14.49
H -5.78 19.51 14.37
H -3.57 20.58 14.40
H -5.10 23.07 13.75
H -3.44 22.64 13.41
C -10.76 10.00 13.44
C -10.04 8.88 12.61
C -9.24 7.95 13.50
O -9.71 6.68 13.17
C -10.64 6.72 12.18
O -11.19 5.75 11.69
O -10.98 8.02 11.97
H -11.26 10.74 12.81
H -10.11 10.61 14.06
H -11.51 9.41 13.97
H -9.36 9.36 11.90
H -9.49 8.20 14.53
H -8.18 8.15 13.34
C -7.36 11.06 19.04
C -6.14 10.07 19.00
C -6.26 8.81 19.91
O -5.89 7.80 18.95
C -5.91 8.21 17.76
O -5.75 7.52 16.76
O -6.11 9.53 17.73
H -8.26 10.58 18.66
H -7.25 11.97 18.46
H -7.63 11.38 20.05
H -5.24 10.63 19.22
H -7.21 8.61 20.40
H -5.44 8.79 20.63
C -4.22 16.51 10.63
C -3.30 17.35 9.79
C -3.89 17.69 8.43
O -4.27 19.01 8.51
C -3.66 19.59 9.56
O -3.67 20.80 9.80
O -3.11 18.63 10.33
H -4.03 16.58 11.70
H -4.10 15.46 10.38
H -5.26 16.70 10.38
H -2.27 16.98 9.73
H -4.84 17.20 8.25
H -3.20 17.45 7.61
C -2.38 15.50 15.77
O -2.83 14.71 16.82
H -2.87 16.48 15.83
H -1.32 15.69 15.90
H -2.64 14.88 14.91
H -2.49 15.01 17.67
C -12.88 19.50 15.10
O -13.20 20.23 16.33
H -12.51 20.16 14.32
H -11.96 18.96 15.29
H -13.73 18.86 14.86
H -13.98 20.78 16.18
C -11.47 13.60 17.53
O -12.77 13.97 17.70
H -10.92 13.70 18.46
H -11.29 12.55 17.26
H -10.95 14.21 16.79
H -12.71 14.93 17.72
C -7.33 15.70 15.80
O -7.77 14.88 14.70
H -7.96 16.58 15.93
H -7.21 15.15 16.73
H -6.31 15.97 15.53
H -7.29 14.05 14.65
C -9.33 14.28 9.51
O -10.64 14.69 9.46
H -8.72 14.78 8.76
H -8.84 14.57 10.44
H -9.22 13.21 9.30
H -11.01 14.66 8.58
C -9.42 15.75 21.63
O -9.06 16.19 20.29
H -8.50 15.61 22.21
H -10.04 16.51 22.10
H -9.95 14.80 21.59
H -9.88 16.45 19.87
O -4.94 12.17 15.20
H -4.30 12.71 15.67
H -4.92 11.33 15.65
O -11.75 15.39 13.25
H -10.91 15.33 13.72
H -11.52 15.20 12.34

Summary:
LUMO, eV: -0.10
Energy, eV: -64603.284
HOMO, eV: -10.3994
Gap between HOMO and LUMO, eV: 10.30

In elementary charge units, the Löwdin charges are: number 1, C, carries -0.02; number 2, C, carries -0.36; number 3, C, carries -0.08; number 4, O, carries 0.08; number 5, C, carries -0.54; number 6, O, carries 0.15; number 7, O, carries 0.08; number 8, H, carries 0.09; number 9, H, carries 0.09; number 10, H, carries 0.08; number 11, H, carries 0.15; number 12, H, carries 0.14; number 13, H, carries 0.14; number 14, C, carries -0.01; number 15, C, carries -0.32; number 16, C, carries -0.13; number 17, O, carries 0.07; number 18, C, carries -0.50; number 19, O, carries 0.13; number 20, O, carries 0.09; number 21, H, carries 0.08; number 22, H, carries 0.08; number 23, H, carries 0.09; number 24, H, carries 0.14; number 25, H, carries 0.13; number 26, H, carries 0.14; number 27, C, carries -0.01; number 28, C, carries -0.31; number 29, C, carries -0.03; number 30, O, carries 0.11; number 31, C, carries -0.61; number 32, O, carries 0.13; number 33, O, carries 0.08; number 34, H, carries 0.08; number 35, H, carries 0.07; number 36, H, carries 0.08; number 37, H, carries 0.15; number 38, H, carries 0.14; number 39, H, carries 0.13; number 40, C, carries -0.01; number 41, C, carries -0.33; number 42, C, carries -0.13; number 43, O, carries 0.08; number 44, C, carries -0.50; number 45, O, carries 0.12; number 46, O, carries 0.08; number 47, H, carries 0.09; number 48, H, carries 0.09; number 49, H, carries 0.09; number 50, H, carries 0.16; number 51, H, carries 0.13; number 52, H, carries 0.14; number 53, C, carries -0.16; number 54, O, carries -0.14; number 55, H, carries 0.08; number 56, H, carries 0.08; number 57, H, carries 0.08; number 58, H, carries 0.08; number 59, C, carries -0.14; number 60, O, carries -0.14; number 61, H, carries 0.07; number 62, H, carries 0.07; number 63, H, carries 0.08; number 64, H, carries 0.06; number 65, C, carries -0.21; number 66, O, carries -0.09; number 67, H, carries 0.07; number 68, H, carries 0.08; number 69, H, carries 0.08; number 70, H, carries 0.08; number 71, C, carries -0.13; number 72, O, carries -0.14; number 73, H, carries 0.08; number 74, H, carries 0.07; number 75, H, carries 0.06; number 76, H, carries 0.06; number 77, C, carries -0.20; number 78, O, carries -0.10; number 79, H, carries 0.07; number 80, H, carries 0.08; number 81, H, carries 0.08; number 82, H, carries 0.09; number 83, C, carries -0.14; number 84, O, carries -0.14; number 85, H, carries 0.08; number 86, H, carries 0.08; number 87, H, carries 0.07; number 88, H, carries 0.06; number 89, O, carries -0.05; number 90, H, carries 0.01; number 91, H, carries 0.02; number 92, O, carries -0.05; number 93, H, carries 0.02; number 94, H, carries 0.02

---

(2)
Entry from OMol25: one molecule with the formula C4H5N (the ωB97M-V functional and the def2-TZVPD basis).

Element x y z (Å)
C 0.28 1.33 -0.78
C 0.04 0.31 -0.03
C 0.67 -1.05 0.24
C -1.50 0.12 0.52
N -2.60 0.00 0.92
H 1.29 1.58 -1.01
H -0.56 2.01 -0.89
H 1.08 -1.52 -0.62
H -0.13 -1.64 0.61
H 1.44 -1.15 1.03

Summary:
LUMO, eV: 0.71
Energy, eV: -5717.071
HOMO, eV: -10.7177
Gap between HOMO and LUMO, eV: 11.43

In elementary charge units, the Löwdin charges are: number 1, C, carries 0.04; number 2, C, carries -0.28; number 3, C, carries -0.07; number 4, C, carries -0.16; number 5, N, carries 0.10; number 6, H, carries 0.07; number 7, H, carries 0.09; number 8, H, carries 0.07; number 9, H, carries 0.05; number 10, H, carries 0.09

---

(3)
Entry from OMol25: C3H9NP2 as an isolated structure (the ωB97M-V functional and the def2-TZVPD basis).

Element x y z (Å)
C 2.30 -0.37 -0.90
C -2.15 -0.61 -0.84
C -0.05 -0.45 1.38
N 0.05 1.36 -0.33
P 1.41 0.47 0.28
P -1.27 0.30 0.26
H 3.28 -0.60 -0.59
H 1.78 -0.77 -1.76
H -2.95 -0.07 -1.44
H -2.38 -1.59 -0.64
H -0.24 -1.49 1.32
H -0.27 -0.15 2.49
H 0.09 1.58 -1.43
H 2.30 1.04 1.28
H -1.89 1.36 0.92

Summary:
LUMO, eV: 0.99
Energy, eV: -23320.612
HOMO, eV: -7.6927
Gap between HOMO and LUMO, eV: 8.68

In elementary charge units, the Löwdin charges are: number 1, C, carries -0.30; number 2, C, carries -0.32; number 3, C, carries -0.38; number 4, N, carries -0.40; number 5, P, carries 0.70; number 6, P, carries 0.63; number 7, H, carries -0.06; number 8, H, carries -0.02; number 9, H, carries 0.00; number 10, H, carries -0.08; number 11, H, carries 0.01; number 12, H, carries 0.07; number 13, H, carries 0.12; number 14, H, carries 0.02; number 15, H, carries -0.01

---

(4)
Entry from OMol25: a 12-piece molecular cluster, C33H59N11O12S overall (the ωB97M-V functional and the def2-TZVPD basis).

Element x y z (Å)
O 8.86 1.32 2.88
S 7.53 1.81 3.08
O 7.22 2.83 4.08
O 6.92 2.37 1.63
C 5.55 2.03 1.56
C 5.23 0.88 2.55
O 6.51 0.53 3.11
H 4.93 2.90 1.74
H 5.29 1.72 0.55
H 4.80 0.00 2.07
H 4.55 1.34 3.27
C 3.18 7.26 -5.41
C 2.05 6.86 -4.68
C 0.98 7.76 -4.55
N 0.97 8.93 -5.32
C 2.09 9.37 -5.98
C 3.21 8.56 -6.00
H 3.99 6.55 -5.51
H 2.07 5.88 -4.22
H 0.11 7.60 -3.93
H 2.00 10.32 -6.48
H 4.04 8.85 -6.64
C 3.99 -1.52 9.96
C 4.75 -0.38 9.86
C 4.33 0.70 9.17
N 3.17 0.62 8.39
C 2.49 -0.51 8.38
C 2.79 -1.62 9.24
H 4.17 -2.39 10.57
H 5.65 -0.32 10.45
H 4.83 1.65 9.31
H 1.50 -0.45 7.97
H 2.03 -2.38 9.27
C -0.26 1.56 -0.17
C -0.09 0.66 -1.21
C 0.01 -0.71 -0.85
N -0.16 -1.15 0.41
C -0.38 -0.26 1.41
C -0.35 1.10 1.15
H -0.18 2.62 -0.35
H -0.11 0.95 -2.25
H 0.32 -1.47 -1.54
H -0.60 -0.60 2.41
H -0.57 1.88 1.86
C 0.08 9.94 2.01
C -0.17 8.91 3.04
N -0.55 9.37 4.17
O -0.06 7.73 2.87
H 1.15 10.12 1.90
H -0.42 10.86 2.29
H -0.35 9.58 1.07
H -0.70 10.35 4.35
H -0.68 8.65 4.87
C -7.05 -1.49 0.35
C -6.38 -1.99 1.61
N -6.22 -1.21 2.67
O -6.05 -3.12 1.75
H -6.19 -1.08 -0.19
H -7.89 -0.83 0.56
H -7.37 -2.47 0.00
H -5.72 -1.66 3.42
H -6.36 -0.21 2.62
C 4.25 -8.36 -1.09
C 3.43 -7.06 -0.80
N 2.32 -7.08 -0.06
O 3.79 -5.96 -1.26
H 4.96 -8.09 -1.87
H 3.63 -9.23 -1.30
H 4.77 -8.60 -0.16
H 1.92 -6.17 0.14
H 2.03 -7.93 0.40
C -3.23 -5.62 -3.44
C -3.63 -4.80 -4.63
N -4.86 -5.03 -5.09
O -2.94 -3.99 -5.22
H -3.61 -6.64 -3.40
H -3.39 -4.98 -2.57
H -2.16 -5.72 -3.60
H -5.55 -5.55 -4.58
H -5.15 -4.47 -5.88
C -0.47 -7.31 5.85
C -1.56 -6.49 5.23
N -2.05 -6.83 4.07
O -2.16 -5.60 5.87
H -0.73 -8.09 6.55
H 0.16 -6.70 6.49
H 0.21 -7.84 5.19
H -1.72 -7.72 3.71
H -2.75 -6.20 3.72
C -6.90 4.47 -0.13
C -5.99 4.40 1.09
N -4.82 4.95 0.95
O -6.26 3.91 2.19
H -7.88 4.82 0.20
H -6.94 3.53 -0.67
H -6.57 5.25 -0.82
H -4.24 4.96 1.78
H -4.66 5.55 0.15
C 2.35 -6.94 -6.67
C 3.62 -6.08 -6.96
N 3.91 -4.99 -6.21
O 4.36 -6.35 -7.90
H 1.45 -6.50 -7.08
H 2.10 -7.25 -5.66
H 2.66 -7.90 -7.07
H 4.70 -4.45 -6.51
H 3.60 -5.00 -5.25
C -2.47 2.08 -7.33
C -3.45 2.23 -6.19
N -3.97 1.21 -5.55
O -3.55 3.35 -5.64
H -3.18 1.86 -8.13
H -1.76 1.27 -7.14
H -1.88 2.94 -7.64
H -4.68 1.30 -4.83
H -3.52 0.35 -5.84

Summary:
LUMO, eV: -0.01
Energy, eV: -86972.732
HOMO, eV: -9.3772
Gap between HOMO and LUMO, eV: 9.37

Löwdin atomic charge list, values in e, 99 entries: number 1, O, carries -0.22; number 2, S, carries 0.72; number 3, O, carries -0.25; number 4, O, carries -0.19; number 5, C, carries -0.21; number 6, C, carries -0.15; number 7, O, carries -0.20; number 8, H, carries 0.12; number 9, H, carries 0.12; number 10, H, carries 0.13; number 11, H, carries 0.13; number 12, C, carries -0.07; number 13, C, carries -0.09; number 14, C, carries -0.11; number 15, N, carries 0.03; number 16, C, carries -0.15; number 17, C, carries -0.08; number 18, H, carries 0.09; number 19, H, carries 0.09; number 20, H, carries 0.09; number 21, H, carries 0.10; number 22, H, carries 0.09; number 23, C, carries -0.09; number 24, C, carries -0.11; number 25, C, carries -0.11; number 26, N, carries 0.05; number 27, C, carries -0.17; number 28, C, carries -0.06; number 29, H, carries 0.10; number 30, H, carries 0.10; number 31, H, carries 0.10; number 32, H, carries 0.10; number 33, H, carries 0.10; number 34, C, carries -0.09; number 35, C, carries -0.07; number 36, C, carries -0.15; number 37, N, carries 0.04; number 38, C, carries -0.15; number 39, C, carries -0.08; number 40, H, carries 0.10; number 41, H, carries 0.10; number 42, H, carries 0.10; number 43, H, carries 0.10; number 44, H, carries 0.10; number 45, C, carries 0.00; number 46, C, carries -0.71; number 47, N, carries 0.17; number 48, O, carries 0.05; number 49, H, carries 0.09; number 50, H, carries 0.07; number 51, H, carries 0.09; number 52, H, carries 0.12; number 53, H, carries 0.13; number 54, C, carries 0.00; number 55, C, carries -0.68; number 56, N, carries 0.16; number 57, O, carries 0.05; number 58, H, carries 0.09; number 59, H, carries 0.08; number 60, H, carries 0.08; number 61, H, carries 0.12; number 62, H, carries 0.11; number 63, C, carries 0.00; number 64, C, carries -0.57; number 65, N, carries 0.15; number 66, O, carries -0.01; number 67, H, carries 0.08; number 68, H, carries 0.07; number 69, H, carries 0.07; number 70, H, carries 0.12; number 71, H, carries 0.10; number 72, C, carries -0.01; number 73, C, carries -0.64; number 74, N, carries 0.15; number 75, O, carries 0.03; number 76, H, carries 0.08; number 77, H, carries 0.09; number 78, H, carries 0.08; number 79, H, carries 0.11; number 80, H, carries 0.11; number 81, C, carries -0.02; number 82, C, carries -0.61; number 83, N, carries 0.16; number 84, O, carries 0.00; number 85, H, carries 0.08; number 86, H, carries 0.08; number 87, H, carries 0.07; number 88, H, carries 0.11; number 89, H, carries 0.13; number 90, C, carries 0.00; number 91, C, carries -0.63; number 92, N, carries 0.16; number 93, O, carries 0.01; number 94, H, carries 0.08; number 95, H, carries 0.08; number 96, H, carries 0.07; number 97, H, carries 0.12; number 98, H, carries 0.11; number 99, C, carries -0.01